# 1
Entry from OMol25: a structure of composition C44H58BaN8PSeSi at a distorted geometry (wB97M-V/def2-TZVPD).

Its energy above the lowest of the compared OMol25 structures with the same formula, charge and spin is 3.0589 eV. For the energy, the calculation gives -141688.9267 eV. The gap between HOMO and LUMO (alpha / beta) is 5.59 / 3.69 eV. As for the spin multiplicity: 1. The maximum force comes out at 0.090 Eh/bohr. Its total charge is +1.

Each line ends with the Löwdin charge.
CARTESIAN COORDINATES (ANGSTROEM)
Ba (-18.18, -7.87, 10.49)  1.364
N (-15.70, -10.72, 8.83)  -0.138
P (-17.39, -10.75, 8.99)  0.976
C (-17.45, -12.37, 9.93)  -0.343
C (-16.66, -13.52, 9.69)  -0.067
C (-16.94, -14.74, 10.30)  -0.081
C (-17.91, -14.84, 11.27)  -0.050
C (-18.77, -13.70, 11.46)  -0.066
C (-18.58, -12.53, 10.76)  -0.158
C (-17.82, -11.37, 7.32)  -0.388
C (-17.13, -10.83, 6.20)  -0.102
C (-17.40, -11.26, 4.90)  -0.070
C (-18.52, -12.13, 4.66)  -0.061
C (-19.18, -12.65, 5.78)  -0.089
C (-18.77, -12.32, 7.09)  -0.113
C (-14.99, -9.55, 8.79)  -0.411
C (-13.74, -9.57, 8.12)  -0.013
C (-12.85, -8.55, 8.36)  -0.064
C (-13.27, -7.46, 9.12)  -0.044
C (-14.61, -7.44, 9.67)  -0.109
N (-15.46, -8.43, 9.38)  -0.032
H (-15.23, -11.47, 8.42)  0.074
H (-15.83, -13.41, 9.00)  0.098
H (-16.46, -15.62, 9.88)  0.111
H (-18.02, -15.72, 11.89)  0.110
H (-19.57, -13.70, 12.17)  0.098
H (-19.29, -11.72, 10.80)  0.086
H (-16.46, -9.90, 6.42)  0.129
H (-16.73, -10.99, 4.11)  0.091
H (-18.91, -12.41, 3.64)  0.122
H (-20.02, -13.33, 5.63)  0.109
H (-19.34, -12.77, 7.95)  0.128
H (-13.42, -10.32, 7.36)  0.127
H (-11.83, -8.57, 8.05)  0.108
H (-12.69, -6.65, 9.28)  0.063
H (-15.06, -6.54, 10.20)  0.115
C (-16.40, -8.38, 16.50)  -0.026
N (-16.54, -8.80, 15.12)  -0.127
C (-16.98, -10.11, 14.80)  -0.041
C (-17.58, -9.97, 13.59)  -0.150
N (-17.43, -8.67, 13.09)  -0.104
C (-16.84, -8.01, 14.07)  -0.187
H (-16.63, -7.29, 16.55)  0.098
H (-15.32, -8.42, 16.72)  0.101
H (-17.13, -8.90, 17.17)  0.112
H (-16.94, -10.98, 15.40)  0.117
H (-18.11, -10.76, 13.02)  0.099
H (-16.37, -7.03, 13.99)  0.140
N (-18.95, -7.42, 7.37)  0.058
C (-20.09, -8.18, 7.54)  -0.426
C (-20.71, -8.98, 6.43)  0.029
C (-21.70, -9.95, 6.79)  -0.049
C (-22.20, -9.90, 8.12)  -0.043
C (-21.53, -9.11, 9.11)  -0.110
N (-20.42, -8.40, 8.80)  -0.068
H (-19.23, -6.44, 7.58)  0.111
H (-18.59, -7.48, 6.39)  0.117
H (-20.36, -9.02, 5.41)  0.097
H (-22.06, -10.70, 6.10)  0.106
H (-23.05, -10.48, 8.45)  0.096
H (-21.77, -9.12, 10.16)  0.101
C (-17.23, -2.90, 14.58)  -0.289
Si (-17.47, -1.05, 14.98)  0.672
C (-16.23, -0.01, 13.97)  -0.255
C (-17.42, -0.51, 16.85)  -0.252
H (-18.13, -3.46, 14.15)  -0.037
H (-16.93, -3.41, 15.48)  -0.013
H (-16.35, -2.98, 13.88)  0.029
H (-16.62, 1.01, 13.91)  0.013
H (-15.96, -0.49, 12.97)  0.052
H (-15.39, -0.01, 14.56)  -0.025
H (-17.25, 0.57, 16.80)  0.010
H (-16.56, -0.98, 17.31)  0.002
H (-18.32, -0.80, 17.43)  0.024
C (-22.98, -5.38, 15.66)  -0.106
C (-21.51, -5.70, 16.06)  -0.271
C (-20.35, -5.55, 15.06)  -0.155
C (-20.23, -6.63, 13.87)  -0.187
N (-20.78, -6.30, 12.62)  -0.098
C (-20.24, -5.39, 11.80)  -0.752
Se (-18.37, -4.99, 11.70)  0.415
N (-21.13, -4.90, 10.82)  -0.074
C (-20.81, -3.70, 10.00)  -0.148
C (-21.03, -2.36, 10.82)  -0.161
C (-19.89, -1.41, 10.55)  -0.289
C (-19.64, -0.92, 9.10)  -0.108
C (-22.36, -5.43, 11.20)  -0.177
C (-23.64, -5.06, 10.71)  -0.001
C (-24.70, -5.90, 11.07)  -0.081
C (-24.46, -6.88, 12.07)  -0.118
C (-23.29, -7.03, 12.77)  -0.069
C (-22.20, -6.33, 12.25)  -0.128
H (-23.54, -6.32, 15.28)  0.072
H (-23.03, -4.59, 14.87)  0.082
H (-23.55, -5.01, 16.51)  0.055
H (-21.47, -6.73, 16.52)  0.110
H (-21.30, -5.08, 16.93)  0.089
H (-19.40, -5.64, 15.63)  0.100
H (-20.40, -4.48, 14.57)  0.132
H (-20.78, -7.51, 14.24)  0.123
H (-19.20, -6.93, 13.69)  0.039
H (-21.59, -3.76, 9.22)  0.117
H (-19.84, -3.97, 9.56)  0.072
H (-21.01, -2.60, 11.91)  0.122
H (-21.92, -1.85, 10.54)  0.095
H (-18.96, -1.83, 10.96)  0.079
H (-19.90, -0.46, 11.14)  0.111
H (-19.29, -1.71, 8.40)  0.061
H (-18.91, -0.08, 8.96)  0.078
H (-20.58, -0.54, 8.72)  0.061
H (-23.68, -4.27, 9.96)  0.100
H (-25.69, -5.73, 10.70)  0.086
H (-25.33, -7.60, 12.21)  0.118
H (-23.17, -7.78, 13.56)  0.114

# 2
Entry from OMol25: a structure of composition C44H59I3KN7O7S (wB97M-V/def2-TZVPD).

Its energy above the lowest of the compared OMol25 structures with the same formula, charge and spin is 0.0000 eV. For the energy, the calculation gives -122816.9314 eV. The gap between HOMO and LUMO (alpha / beta) is 5.60 / 5.59 eV. As for the spin multiplicity: 1. The maximum force comes out at 0.019 Eh/bohr. Its total charge is -2.

Each line ends with the Löwdin charge.
CARTESIAN COORDINATES (ANGSTROEM)
K (1.38, -0.11, -0.01)  0.738
C (-4.68, -4.86, 0.12)  -0.069
C (-4.61, -4.37, -1.32)  -0.562
C (-6.02, -3.95, -1.75)  -0.054
C (-4.15, -5.54, -2.20)  -0.054
C (-3.65, -3.19, -1.48)  -0.184
C (-2.94, -2.67, -0.45)  0.011
C (-2.00, -1.61, -0.64)  -0.173
N (-1.22, -1.15, 0.36)  0.154
C (-1.56, -1.17, 1.63)  -0.187
C (-2.91, -1.19, 2.10)  0.024
C (-3.21, -1.05, 3.42)  -0.169
C (-2.12, -0.91, 4.35)  0.028
C (-0.81, -0.86, 4.01)  -0.074
C (-0.45, -1.07, 2.59)  -0.289
O (0.72, -1.25, 2.24)  -0.047
C (0.30, -0.62, 5.02)  -0.531
C (-0.26, -0.26, 6.40)  -0.079
C (1.16, -1.89, 5.18)  -0.041
C (1.19, 0.55, 4.56)  -0.028
C (-4.64, -1.00, 3.94)  -0.557
C (-5.66, -0.89, 2.80)  -0.063
C (-4.91, -2.29, 4.73)  -0.051
C (-4.85, 0.21, 4.87)  -0.052
C (-1.74, -1.08, -1.97)  -0.284
O (-0.90, -0.17, -2.15)  -0.053
C (-2.57, -1.62, -3.05)  -0.075
C (-3.46, -2.62, -2.77)  0.010
C (-2.47, -1.04, -4.46)  -0.532
C (-3.36, -1.79, -5.45)  -0.086
C (-1.03, -1.11, -5.00)  -0.042
C (-2.95, 0.42, -4.43)  -0.032
H (-5.38, -5.70, 0.19)  0.079
H (-5.03, -4.07, 0.79)  0.075
H (-3.71, -5.21, 0.47)  0.087
H (-6.72, -4.78, -1.65)  0.076
H (-6.04, -3.62, -2.79)  0.073
H (-6.37, -3.12, -1.13)  0.087
H (-4.83, -6.39, -2.11)  0.076
H (-3.15, -5.87, -1.91)  0.089
H (-4.10, -5.26, -3.26)  0.074
H (-2.99, -3.10, 0.54)  0.101
H (-3.69, -1.17, 1.36)  0.103
H (-2.38, -0.79, 5.39)  0.089
H (-0.81, -1.10, 6.84)  0.077
H (-0.94, 0.60, 6.35)  0.086
H (0.56, -0.01, 7.07)  0.079
H (0.55, -2.72, 5.53)  0.082
H (1.95, -1.71, 5.91)  0.080
H (1.62, -2.16, 4.23)  0.078
H (0.60, 1.46, 4.41)  0.100
H (1.68, 0.31, 3.62)  0.071
H (1.95, 0.76, 5.31)  0.087
H (-5.64, -1.78, 2.16)  0.072
H (-5.47, -0.02, 2.18)  0.095
H (-6.67, -0.81, 3.22)  0.079
H (-4.81, -3.16, 4.08)  0.083
H (-5.92, -2.28, 5.15)  0.078
H (-4.20, -2.40, 5.55)  0.078
H (-4.57, 1.13, 4.36)  0.096
H (-4.26, 0.13, 5.78)  0.071
H (-5.90, 0.28, 5.15)  0.076
H (-4.06, -3.02, -3.58)  0.084
H (-3.09, -2.85, -5.51)  0.081
H (-3.23, -1.35, -6.45)  0.078
H (-4.42, -1.72, -5.20)  0.079
H (-0.73, -2.16, -5.11)  0.079
H (-0.33, -0.62, -4.34)  0.067
H (-0.98, -0.65, -5.98)  0.083
H (-3.98, 0.47, -4.06)  0.089
H (-2.93, 0.84, -5.44)  0.083
H (-2.32, 1.05, -3.80)  0.059
C (8.07, 5.54, -1.05)  -0.065
C (7.43, 4.24, -0.63)  -0.288
C (7.57, 3.76, 0.66)  -0.054
C (6.92, 2.60, 1.07)  -0.060
C (6.13, 1.90, 0.18)  -0.266
C (5.99, 2.37, -1.12)  -0.060
C (6.64, 3.52, -1.53)  -0.053
S (5.13, 0.50, 0.71)  0.512
O (5.31, -0.51, -0.33)  -0.370
O (5.64, 0.19, 2.03)  -0.348
N (3.67, 1.02, 0.63)  -0.290
C (3.34, 2.00, 1.67)  -0.210
C (1.91, 2.58, 1.77)  -0.755
O (1.80, 3.63, 2.41)  -0.036
O (0.97, 1.96, 1.18)  -0.497
H (8.92, 5.79, -0.42)  0.066
H (7.35, 6.36, -0.99)  0.075
H (8.42, 5.49, -2.09)  0.070
H (8.18, 4.30, 1.37)  0.102
H (7.02, 2.23, 2.08)  0.105
H (5.35, 1.83, -1.81)  0.096
H (6.50, 3.89, -2.54)  0.101
H (3.97, 2.90, 1.56)  0.110
H (3.56, 1.61, 2.67)  0.108
I (-1.18, 2.94, 0.70)  0.463
I (-3.62, 4.00, -0.02)  -0.204
O (-0.41, 2.45, -3.23)  -0.092
H (-0.53, 2.99, -2.45)  -0.013
H (-0.48, 1.54, -2.88)  -0.009
I (3.86, -2.77, -6.04)  0.784
C (3.30, -1.95, -4.24)  -0.781
C (4.01, -1.05, -3.47)  -0.157
N (3.24, -0.80, -2.41)  -0.013
N (2.10, -1.49, -2.41)  0.023
C (2.12, -2.19, -3.52)  -0.215
H (4.98, -0.60, -3.59)  0.120
H (3.51, -0.24, -1.60)  0.084
H (1.29, -2.84, -3.78)  0.097
N (3.51, 6.20, -0.77)  0.118
C (3.26, 5.07, -1.52)  -0.372
C (2.51, 4.01, -0.98)  -0.063
N (2.33, 2.89, -1.65)  0.118
C (2.87, 2.81, -2.87)  -0.152
C (3.58, 3.86, -3.40)  -0.150
N (3.78, 5.00, -2.73)  0.107
H (2.87, 6.36, -0.01)  0.090
H (3.71, 7.02, -1.32)  0.081
H (2.07, 4.09, 0.01)  0.093
H (2.69, 1.90, -3.43)  0.097
H (4.00, 3.80, -4.40)  0.097

- Number 1 is which compound?
  C44H58BaN8PSeSi